Record 1
The following is a DFT calculation (wB97M-V/def2-TZVPD) of a structure of composition C39H32N11OPSSc in a non-equilibrium geometry.

## Properties
Frontier orbital gap (spin up / spin down) = 4.94 / 5.05 eV
E_tot = -100229.85704 eV
Energy above the lowest of the compared OMol25 structures with the same formula, charge and spin = 0.323 eV
Strongest force on any atom = 1.5 eV/A
Net charge = +1

XYZ file:
```
86
Properties=species:S:1:pos:R:3:lowdin_charge:R:1
Sc -0.334 -0.435 -0.093 1.010
C 3.051 -4.642 -3.658 -0.061
C 2.509 -5.589 -2.778 -0.058
C 1.474 -5.256 -1.916 0.002
C 1.010 -3.952 -1.951 -0.097
C -0.041 -3.266 -1.197 -0.257
N -0.879 -3.877 -0.386 0.213
C -1.759 -3.223 0.366 -0.252
C -2.919 -3.841 0.983 -0.106
C -3.426 -5.134 0.923 -0.001
C -4.615 -5.382 1.584 -0.060
C -5.292 -4.364 2.276 -0.061
C -4.794 -3.074 2.323 -0.004
C -3.591 -2.829 1.670 -0.109
C -2.830 -1.611 1.459 -0.265
N -3.174 -0.424 1.958 0.213
C -2.702 0.713 1.498 -0.278
N -1.964 0.903 0.360 0.055
C -1.807 2.249 0.164 -0.289
N -1.218 2.833 -0.852 0.215
C -0.537 2.160 -1.781 -0.247
N -0.091 0.871 -1.699 0.053
C 0.560 0.548 -2.863 -0.265
N 1.111 -0.625 -3.181 0.210
C 0.871 -1.747 -2.541 -0.288
N -0.067 -1.947 -1.560 0.050
C 1.561 -3.005 -2.812 -0.118
C 2.582 -3.340 -3.688 -0.021
C 0.552 1.704 -3.739 -0.111
C 1.019 1.896 -5.036 -0.004
C 0.803 3.132 -5.616 -0.062
C 0.124 4.152 -4.928 -0.062
C -0.353 3.957 -3.646 -0.003
C -0.124 2.718 -3.055 -0.106
C -2.432 2.973 1.270 -0.112
C -2.500 4.323 1.578 -0.013
C -3.111 4.678 2.771 -0.062
C -3.647 3.708 3.629 -0.059
C -3.592 2.359 3.309 -0.004
C -2.974 2.011 2.118 -0.108
N -1.713 -1.898 0.716 0.060
H 3.850 -4.937 -4.329 0.109
H 2.900 -6.599 -2.779 0.108
H 1.036 -5.985 -1.243 0.119
H -2.904 -5.911 0.378 0.118
H -5.041 -6.378 1.562 0.108
H -6.226 -4.594 2.773 0.108
H -5.317 -2.281 2.844 0.117
H 2.993 -2.608 -4.376 0.120
H 1.527 1.100 -5.567 0.117
H 1.155 3.317 -6.623 0.108
H -0.037 5.104 -5.419 0.108
H -0.895 4.731 -3.116 0.117
H -2.098 5.071 0.904 0.121
H -3.180 5.723 3.045 0.109
H -4.118 4.021 4.553 0.109
H -4.021 1.601 3.954 0.119
C 4.115 -1.121 -1.426 -0.152
P 3.244 -0.238 -0.150 0.596
C 3.300 1.487 -0.601 -0.134
C 4.186 -0.440 1.352 -0.151
O 1.825 -0.718 0.063 -0.406
H 5.164 -0.821 -1.442 0.071
H 3.650 -0.902 -2.390 0.049
H 4.040 -2.192 -1.236 0.069
H 4.292 1.760 -0.969 0.073
H 3.048 2.088 0.269 0.037
H 2.555 1.665 -1.381 0.052
H 5.220 -0.115 1.220 0.068
H 4.168 -1.495 1.629 0.068
H 3.715 0.143 2.144 0.056
C 2.383 4.184 2.790 -0.079
C 0.925 3.811 2.493 -0.229
C 0.646 2.344 2.611 -0.569
N 0.546 1.520 1.630 0.030
N 0.219 0.240 2.024 -0.083
C 0.096 0.099 3.313 -0.669
N -0.226 -1.069 3.904 0.143
S 0.378 1.575 4.161 1.147
H 2.482 5.268 2.848 0.082
H 3.051 3.832 2.005 0.064
H 2.719 3.765 3.742 0.076
H 0.643 4.108 1.482 0.115
H 0.266 4.341 3.183 0.110
H -0.559 -1.815 3.314 0.106
H -0.459 -1.103 4.879 0.108
```

Record 2
The following is a DFT calculation (wB97M-V/def2-TZVPD) of a structure of composition C39H33AsBrF6N5O5SSeW in a non-equilibrium geometry.

## Properties
Frontier orbital gap (spin up / spin down) = 3.63 / 3.20 eV
Spin multiplicity = 2
E_tot = -283854.93021 eV
<S²> = 0.807
Energy above the lowest of the compared OMol25 structures with the same formula, charge and spin = 6.944 eV
Strongest force on any atom = 5.4 eV/A
Net charge = +1

XYZ file:
```
93
Properties=species:S:1:pos:R:3:lowdin_spin:R:1
W 0.305 1.275 0.844 -0.001
C 4.382 -3.596 -1.398 0.002
C 3.854 -2.296 -1.251 -0.003
N 2.599 -2.048 -0.974 -0.002
C 1.758 -3.095 -0.793 -0.008
C 2.206 -4.431 -0.823 -0.001
C 3.561 -4.656 -1.156 -0.004
C 1.320 -5.489 -0.499 -0.032
C 0.022 -5.218 -0.159 0.000
C -0.459 -3.903 -0.217 -0.025
C 0.366 -2.841 -0.562 -0.010
N -0.153 -1.576 -0.679 0.000
C -1.267 -1.454 -1.394 0.004
C -1.518 -2.308 -2.489 0.015
C -2.677 -2.220 -3.248 0.002
C -3.651 -1.330 -2.881 0.018
C -3.461 -0.453 -1.782 0.001
C -4.523 0.378 -1.368 0.003
C -4.341 1.176 -0.288 0.000
C -3.073 1.209 0.312 0.002
N -2.031 0.495 -0.065 0.002
C -2.238 -0.412 -1.079 0.004
H 5.423 -3.732 -1.652 0.000
H 4.503 -1.431 -1.325 0.000
H 3.932 -5.672 -1.192 0.000
H 1.692 -6.505 -0.508 -0.001
H -0.645 -6.013 0.142 0.001
H -1.491 -3.695 0.036 -0.001
H -0.762 -3.033 -2.755 0.002
H -2.814 -2.874 -4.098 0.000
H -4.586 -1.276 -3.422 0.001
H -5.464 0.347 -1.901 0.000
H -5.113 1.828 0.089 0.000
H -2.933 1.886 1.131 0.000
O -2.487 3.262 5.341 0.000
C -1.773 3.259 4.209 0.000
C -0.879 4.302 3.878 0.000
C -0.185 4.238 2.699 0.000
N -0.404 3.197 1.875 0.000
C -1.174 2.225 2.200 -0.001
Br -0.781 -0.729 2.306 -0.003
C -1.917 2.166 3.364 0.000
H -2.248 4.011 5.900 0.000
H -0.727 5.136 4.549 0.000
H 0.523 4.995 2.395 0.000
H -2.541 1.330 3.638 0.000
C -2.383 2.133 -6.822 0.000
C -2.600 2.862 -5.527 0.000
C -2.786 4.246 -5.520 0.000
C -2.963 4.937 -4.337 0.000
C -2.936 4.238 -3.135 0.000
C -2.777 2.866 -3.118 0.000
C -2.624 2.184 -4.316 0.001
S -3.105 5.105 -1.606 0.000
O -4.123 6.086 -1.802 0.000
O -3.203 4.135 -0.544 0.000
N -1.697 5.894 -1.353 0.000
C -0.669 5.430 -0.432 0.001
C 0.456 4.616 -1.063 0.004
C 0.208 3.179 -1.449 0.007
O 0.645 2.769 -2.511 0.104
O -0.462 2.416 -0.600 0.001
H -1.608 2.620 -7.414 0.000
H -3.293 2.125 -7.423 0.000
H -2.083 1.100 -6.649 0.000
H -2.802 4.784 -6.460 0.000
H -3.143 6.004 -4.340 0.000
H -2.773 2.350 -2.172 0.000
H -2.522 1.104 -4.306 0.000
H -1.381 6.447 -2.137 0.000
H -1.161 4.891 0.372 0.000
H -0.211 6.327 -0.008 0.000
H 1.284 4.548 -0.349 0.000
H 0.834 5.123 -1.951 0.000
F 1.320 0.621 -0.602 0.003
As 2.536 -0.949 1.731 0.000
F 3.804 0.180 1.421 0.000
F 3.375 -2.450 1.599 0.000
F 2.686 -0.830 3.436 0.000
F 1.107 1.325 2.518 0.000
F 1.741 2.573 0.654 0.000
Se 0.858 0.412 -3.625 0.759
C 2.676 0.653 -3.908 0.073
C 3.438 1.505 -3.101 0.020
C 4.802 1.593 -3.324 -0.001
C 5.399 0.850 -4.334 0.016
C 4.639 0.011 -5.139 0.001
C 3.276 -0.096 -4.930 0.039
H 2.968 2.071 -2.312 0.001
H 5.403 2.242 -2.701 0.000
H 6.466 0.923 -4.495 0.001
H 5.109 -0.562 -5.927 0.000
H 2.676 -0.749 -5.550 0.009
```

Question: Among the records above, which one has the lowest E_tot?
Answer: C39H33AsBrF6N5O5SSeW

Question: Which of these has the highest strongest force on any atom?
Answer: C39H33AsBrF6N5O5SSeW